# 1
DFT (wB97M-V/def2-TZVPD) results for a cluster of 5 separate species, C24H59BrN5O6 in total.

```
95
Properties=species:S:1:pos:R:3:mulliken_charge:R:1
C -1.24664 -0.02080 6.87509 -1.1306
C -0.25593 1.17609 7.03487 -0.3421
N -0.69423 2.39092 6.28292 0.1642
C 0.06333 3.22944 5.50275 -0.4292
C -0.63747 4.32243 5.23950 -0.2424
N -1.89219 4.16349 5.86574 0.1318
C -1.89137 2.96718 6.49103 -0.1638
C -2.92835 5.15164 5.88864 -0.8406
H -2.20243 0.21797 7.36093 0.3538
H -0.77562 -0.90158 7.35566 0.3589
H -1.44401 -0.21497 5.84410 0.3642
H 0.76889 0.98000 6.66757 0.3267
H -0.22265 1.39450 8.08499 0.2983
H 1.09850 3.12958 5.40239 0.4288
H -0.37409 5.26252 4.72513 0.3920
H -2.69712 2.50705 7.06632 0.3201
H -3.35153 5.34701 6.94484 0.3359
H -3.76979 4.95383 5.31141 0.3556
H -2.55532 6.12231 5.59050 0.3181
C 11.39816 -0.39760 -5.30846 -0.7641
O 11.03105 -1.21333 -4.18556 -0.3557
C 9.93031 -2.02887 -4.30933 -0.4918
C 9.63712 -2.54711 -2.93071 -0.6524
N 10.76827 -2.61446 -1.91184 -0.2070
H 11.19336 -1.71756 -1.86547 0.4155
H 10.29182 -2.67274 -0.93168 0.4438
C 11.96693 -3.62204 -2.05679 -0.6571
C 11.57521 -5.00775 -1.62426 -0.4949
O 11.23638 -4.89913 -0.24181 -0.3125
C 11.12378 -6.11743 0.41511 -0.6722
H 11.15001 -0.90852 -6.20926 0.3276
H 12.36493 -0.05524 -5.08757 0.2727
H 10.76684 0.47087 -5.20652 0.3070
H 10.05922 -2.80123 -5.12849 0.3868
H 9.04799 -1.51140 -4.64954 0.4124
H 9.12790 -3.54679 -2.83987 0.3265
H 8.92841 -1.82737 -2.45749 0.3719
H 12.68151 -3.16035 -1.38505 0.3837
H 12.37627 -3.54375 -3.03596 0.3269
H 12.36820 -5.76547 -1.68974 0.4984
H 10.73383 -5.46674 -2.20153 0.3178
H 10.78830 -5.96280 1.48538 0.2356
H 12.09041 -6.69139 0.21334 0.2842
H 10.26820 -6.73561 0.03102 0.2971
C -1.13933 1.55523 -5.85308 -0.7637
O -1.69213 1.29393 -4.48789 -0.2342
C -1.07398 2.06780 -3.51181 -0.5807
C -1.64665 1.68468 -2.19859 -0.6261
N -1.25228 0.24696 -1.89518 0.0204
H -0.36708 0.15448 -2.36005 0.2694
H -1.20993 0.06762 -0.92564 0.3196
C -2.09166 -0.84087 -2.37666 -0.5921
C -1.20417 -2.11498 -2.34722 -0.5591
O -0.04372 -1.72970 -3.02774 -0.3298
C 1.09720 -2.57558 -2.93327 -0.8076
H -0.08208 1.30284 -5.90382 0.3224
H -1.30737 2.64148 -6.13898 0.3039
H -1.82572 1.00788 -6.56493 0.2470
H -1.03934 3.17793 -3.61784 0.4435
H 0.01709 1.79289 -3.45299 0.3282
H -2.77579 1.78329 -2.18524 0.2245
H -1.31826 2.31250 -1.41215 0.4758
H -2.41297 -0.56699 -3.40838 0.3417
H -2.89762 -0.96814 -1.64165 0.3605
H -1.76274 -2.82081 -2.90871 0.3998
H -1.05424 -2.36282 -1.29765 0.3994
H 1.68326 -2.34190 -2.06486 0.3264
H 1.68765 -2.41175 -3.80046 0.2587
H 0.86743 -3.69390 -2.96453 0.3045
C -9.64973 -0.23312 4.59571 -0.7271
O -9.42968 -0.29412 3.13584 -0.3556
C -10.51932 0.05621 2.38286 -0.3771
C -10.12776 -0.09774 0.94439 -0.6913
N -9.00307 0.85694 0.57228 -0.0604
H -9.39359 1.80275 0.49282 0.4028
H -8.43308 0.78717 1.40026 0.3547
C -8.21735 0.58291 -0.68798 -0.7259
C -7.36541 1.81294 -0.97726 -0.4123
O -8.17940 2.96682 -0.89174 -0.3741
C -7.55405 4.16307 -1.37628 -0.7701
H -8.84930 -0.84356 5.07039 0.2423
H -10.56422 -0.78158 4.82556 0.3372
H -9.47480 0.78351 4.94903 0.2987
H -10.85861 1.19481 2.46458 0.2665
H -11.43366 -0.60121 2.57651 0.4079
H -10.97927 0.16645 0.27571 0.4060
H -9.74200 -1.14019 0.84398 0.3269
H -8.92213 0.43881 -1.47232 0.4014
H -7.57188 -0.29987 -0.53020 0.3810
H -7.00741 1.61566 -1.95620 0.3846
H -6.58265 1.85722 -0.21057 0.3758
H -7.37536 4.10902 -2.41718 0.3172
H -6.62786 4.40823 -0.83908 0.3098
H -8.33650 4.90974 -1.23397 0.2737
Br -2.85385 1.28227 0.91990 -0.8447
```

Values from the calculation:
Kohn-Sham gap	7.59	eV
LUMO level	-4.93	eV
total energy	-4248.09322	a.u.
charge	+3

---

# 2
DFT (wB97M-V/def2-TZVPD) results for the ion C5H7N with charge +1.

```
13
Properties=species:S:1:pos:R:3:mulliken_spin:R:1
C 1.52450 -0.57296 1.09819 0.0131
C 0.42044 -0.05496 0.21059 0.1063
C -0.57272 -0.92950 -0.27850 0.4278
N -1.52060 -0.16792 -0.92846 -0.0676
C -1.08782 1.11456 -1.00376 0.3753
C 0.13386 1.19290 -0.23084 0.0975
H 1.22653 -1.47136 1.63086 0.0006
H 1.94554 0.17571 1.76052 0.0005
H 2.32376 -0.87888 0.41246 0.0150
H -0.83250 -1.95867 -0.08325 0.0126
H -2.46687 -0.43827 -1.18845 0.0010
H -1.76333 1.87921 -1.35017 0.0112
H 0.66920 2.11014 -0.04920 0.0067
```

Values from the calculation:
Kohn-Sham gap (alpha / beta)	11.16 / 7.57	eV
LUMO level (alpha / beta)	-3.89 / -7.52	eV
total energy	-249.17307	a.u.
charge	+1
⟨S²⟩	0.76
spin multiplicity	2

---

# 3
DFT (wB97M-V/def2-TZVPD) results for a cluster of 4 separate species, C2H13NO3 in total.

```
19
Properties=species:S:1:pos:R:3:mulliken_spin:R:1
C 1.40106 0.78007 0.27686 0.0152
N 0.89803 -0.14307 1.28111 0.7329
C 0.79684 -1.53393 0.89028 0.0615
H 2.52747 0.84713 0.22320 0.0553
H 1.06495 1.79574 0.47891 0.0313
H 1.07470 0.63333 -0.75142 0.0033
H 1.54715 -0.19733 2.04882 -0.0128
H 1.83718 -1.67163 0.41173 0.0690
H 0.49757 -2.10705 1.77186 0.0000
H 0.00006 -1.69163 0.08238 0.0158
H -2.05285 1.60543 -1.45406 0.0000
H -2.39545 0.61997 -0.40933 -0.0003
O -2.20916 0.67080 -1.37276 0.0004
H -2.24281 0.60293 2.33732 -0.0001
H -1.03951 0.75165 1.39821 -0.0007
O -2.01549 0.54894 1.42369 0.0296
H 0.02286 -1.17258 -3.23787 0.0000
H -0.08157 -0.04643 -2.32735 -0.0002
O 0.36898 -0.29232 -3.07157 -0.0001
```

Values from the calculation:
Kohn-Sham gap (alpha / beta)	10.82 / 5.49	eV
LUMO level (alpha / beta)	-3.77 / -9.11	eV
total energy	-364.09407	a.u.
charge	+1
⟨S²⟩	0.75
spin multiplicity	2

---

# 4
DFT (wB97M-V/def2-TZVPD) results for a cluster of 2 separate species, H2NOS in total.

```
5
Properties=species:S:1:pos:R:3:nbo_charge:R:1
N -0.71576 -0.12788 0.80586 -0.0857
O -1.18058 0.99755 1.10738 -0.4480
S 0.14274 -0.31014 -1.61622 -0.7980
H 0.32597 -0.14925 1.00129 0.2561
H 1.42763 -0.41027 -1.29831 0.0755
```

Values from the calculation:
Kohn-Sham gap (alpha / beta)	7.45 / 7.45	eV
LUMO level (alpha / beta)	4.55 / 4.55	eV
total energy	-529.31787	a.u.
charge	-1

---

# 5
DFT (wB97M-V/def2-TZVPD) results for the molecule C5H14N2.

```
21
Properties=species:S:1:pos:R:3:nbo_charge:R:1
C 0.86271 -2.17424 0.56194 -0.6318
C 1.77050 -1.02580 0.23348 -0.3993
C 1.36146 -0.14272 -0.94226 -0.3981
C -0.15025 0.17013 -1.02540 -0.2343
N -0.45922 1.48221 -0.49439 -0.6550
C -1.74566 1.68997 0.06243 -0.0380
N -1.86979 0.89385 1.30712 -0.8473
H 1.21926 -2.80630 1.37852 0.2158
H 0.62053 -2.75784 -0.32305 0.2034
H -0.02912 -1.84512 1.09882 0.2186
H 2.80637 -1.33932 0.06614 0.2016
H 1.83956 -0.36820 1.10538 0.1969
H 1.89637 0.79379 -0.77203 0.2057
H 1.65433 -0.52139 -1.92075 0.1969
H -0.58553 -0.64840 -0.46254 0.2190
H -0.56772 0.09774 -2.03241 0.1640
H -0.06854 2.22826 -1.04363 0.3721
H -2.00658 2.73685 0.19666 0.1655
H -2.55730 1.27313 -0.56828 0.1337
H -2.82074 0.98276 1.63907 0.3554
H -1.17061 1.28063 1.93517 0.3553
```

Values from the calculation:
Kohn-Sham gap	9.69	eV
LUMO level	1.18	eV
total energy	-308.38464	a.u.
SMILES string	CCCCNCN

---

# 6
DFT (wB97M-V/def2-TZVPD) results for a structure of composition C2FMgO2Tl.

```
7
Properties=species:S:1:pos:R:3:mulliken_charge:R:1
Tl 2.43034 1.32486 -0.47688 0.5602
O 1.28543 0.57807 1.18809 -0.5998
C -0.01530 0.42095 1.00566 -0.4343
C -0.64670 0.52272 -0.20765 0.9867
O -1.91236 0.35201 -0.46019 -0.7217
F 0.11147 1.03312 -1.30798 -0.2628
Mg -2.17490 0.27882 1.58019 0.4716
```

Values from the calculation:
Kohn-Sham gap (alpha / beta)	5.13 / 4.58	eV
LUMO level (alpha / beta)	-1.53 / -1.56	eV
total energy	-699.03676	a.u.